Computed, not measured: a cluster of 9 separate species, C56H140N9O13 in total in a non-equilibrium geometry, with the ωB97M-V functional and the def2-TZVPD basis.

Total charge: +5
Gap between HOMO and LUMO: 8.1 eV

Bonds (Å) are listed after each position.
Positions of all 218 atoms, in Å:
1 H 16.378 3.345 27.961  C154 1.081
2 H 15.495 6.058 23.930  C48 1.098
3 C 13.518 -6.733 28.727  H82 1.100, O141 1.440, H160 1.079, H183 1.085
4 C 7.360 3.002 19.612  N47 1.504, C75 1.526, H78 1.100, H135 1.094
5 C 17.449 4.647 30.129  C19 1.524, H24 1.076, H84 1.098, H216 1.079
6 H 4.272 2.416 25.381  C118 1.091
7 H 16.267 -1.518 30.329  C71 1.066
8 H 10.238 1.618 22.362  C198 1.089
9 H 14.426 -9.436 24.995  C86 1.098
10 H 18.878 -0.304 21.386  C101 1.106
11 H 5.293 1.813 20.566  C107 1.091
12 N 13.474 0.896 25.430  O33 1.298, O70 1.343, O148 1.276
13 H 14.929 3.806 30.002  C65 1.066
14 H 11.169 4.985 26.262  C181 1.086
15 O 11.873 1.348 20.268  N18 1.302
16 H 14.152 -8.972 23.383  C86 1.086
17 H 14.499 3.243 20.910  C164 1.091
18 N 12.596 0.269 20.178  O15 1.302, O49 1.252, O50 1.297
19 C 16.766 5.766 29.351  C5 1.524, N134 1.513, H194 1.088, H213 1.105
20 H 14.723 3.327 23.980  C105 1.095
21 H 11.277 -2.502 28.345  C124 1.107
22 H 12.733 -9.249 24.415  C86 1.080
23 H 19.034 1.236 22.137  C101 1.090
24 H 17.023 4.475 31.102  C5 1.076
25 H 15.891 4.922 20.852  C88 1.099
26 H 18.335 -1.733 27.764  C55 1.115
27 H 15.017 1.871 21.921  C164 1.095
28 H 5.033 1.018 22.089  C107 1.092
29 H 5.194 -2.014 23.634  C54 1.100
30 H 6.509 3.166 22.237  C67 1.082
31 H 12.711 -1.932 30.096  C149 1.081
32 H 5.800 -2.561 27.079  C115 1.089
33 O 13.844 0.191 26.456  N12 1.298
34 C 15.334 -3.521 28.527  N87 1.540, H158 1.098, H188 1.120, C200 1.518
35 H 11.481 -6.175 22.542  C43 1.112
36 C 9.182 1.687 26.401  C52 1.518, H62 1.077, H69 1.093, H114 1.120
37 C 14.785 6.709 28.167  H85 1.089, C130 1.580, N134 1.569, H199 1.053
38 C 12.994 -3.683 23.739  H81 1.077, O125 1.400, H147 1.107, C217 1.538
39 C 10.820 -6.773 24.585  C43 1.486, H113 1.086, H179 1.087, H189 1.104
40 O 8.990 0.047 22.754  C92 1.455, C198 1.392
41 H 13.568 5.797 30.706  C139 1.087
42 C 6.212 -0.548 27.554  C115 1.538, N121 1.569, H123 1.091, H128 1.098
43 C 11.765 -6.769 23.438  H35 1.112, C39 1.486, N191 1.550, H197 1.085
44 H 10.636 5.424 23.843  C129 1.078
45 H 10.685 -0.668 23.539  C92 1.099
46 C 14.043 5.787 21.653  N79 1.505, C88 1.533, H151 1.085, H210 1.089
47 N 7.980 2.558 20.909  C4 1.504, C67 1.550, C77 1.572, C202 1.526
48 C 14.421 5.896 24.096  H2 1.098, N79 1.517, H133 1.084, H196 1.093
49 O 12.013 -0.837 20.247  N18 1.252
50 O 13.889 0.355 20.124  N18 1.297
51 H 14.014 -2.861 30.914  C149 1.083
52 C 8.246 0.494 26.493  C36 1.518, N121 1.559, H137 1.062, H168 1.103
53 H 17.803 -2.783 22.931  C99 1.092
54 C 5.338 -2.489 24.615  H29 1.100, H98 1.080, O177 1.413, H207 1.083
55 C 18.665 -0.676 27.630  H26 1.115, H60 1.099, H165 1.074, O170 1.446
56 H 11.379 6.757 26.187  C181 1.095
57 H 6.708 2.311 25.540  C96 1.087
58 H 13.649 4.320 28.971  C65 1.080
59 H 14.403 -5.022 24.773  C217 1.067
60 H 18.285 -0.060 28.457  C55 1.099
61 O 12.736 5.709 27.291  C130 1.479, C181 1.415
62 H 9.183 2.125 27.384  C36 1.077
63 C 14.840 -1.112 28.867  C71 1.485, N87 1.534, H143 1.109, H187 1.069
64 H 16.900 -2.278 21.559  C99 1.065
65 C 14.723 4.309 29.085  H13 1.066, H58 1.080, N134 1.541, C154 1.567
66 C 18.649 -1.236 25.325  H122 1.091, C126 1.495, O170 1.494, H195 1.107
67 C 6.877 2.194 21.935  H30 1.082, N47 1.550, C107 1.520, H184 1.076
68 H 14.681 2.767 27.548  C154 1.096
69 H 10.170 1.307 26.131  C36 1.093
70 O 13.333 2.224 25.572  N12 1.343
71 C 15.510 -0.788 30.151  H7 1.066, C63 1.485, H136 1.081, H192 1.053
72 H 9.581 4.014 20.951  C202 1.086
73 C 17.262 1.014 20.841  H97 1.077, C101 1.526, H146 1.090, H201 1.080
74 H 6.171 0.369 20.913  C107 1.077
75 C 6.371 4.162 19.686  C4 1.526, H161 1.072, H175 1.097, H215 1.064
76 H 11.511 -1.781 26.751  C124 1.099
77 C 8.928 1.331 20.648  N47 1.572, H91 1.059, C198 1.517, H204 1.091
78 H 6.889 2.108 19.178  C4 1.100
79 N 13.919 5.037 22.952  C46 1.505, C48 1.517, C105 1.541, C205 1.572
80 C 13.456 -2.465 21.690  O125 1.474, H127 1.086, H150 1.082, H218 1.111
81 H 12.874 -2.817 24.367  C38 1.077
82 H 13.102 -6.675 29.744  C3 1.100
83 H 15.501 6.505 20.202  C88 1.095
84 H 18.494 4.914 30.337  C5 1.098
85 H 15.191 7.704 28.339  C37 1.089
86 C 13.735 -8.847 24.378  H9 1.098, H16 1.086, H22 1.080, C162 1.500
87 N 14.207 -2.508 28.800  C34 1.540, C63 1.534, C117 1.570, C149 1.507
88 C 15.475 5.904 21.117  H25 1.099, C46 1.533, H83 1.095, H104 1.091
89 H 16.526 1.801 23.440  C173 1.086
90 O 11.142 6.322 21.966  C129 1.444, C140 1.472
91 H 9.616 1.543 19.871  C77 1.059
92 C 9.784 -1.122 23.101  O40 1.455, H45 1.099, H93 1.091, H163 1.111
93 H 9.949 -1.787 22.251  C92 1.091
94 H 5.870 1.786 28.740  C190 1.067
95 N 17.720 0.028 23.252  C100 1.539, C101 1.579, C126 1.562, C173 1.539
96 C 6.061 1.499 25.859  H57 1.087, C118 1.473, N121 1.572, H172 1.102
97 H 17.788 1.148 19.911  C73 1.077
98 H 5.971 -3.356 24.498  C54 1.080
99 C 16.829 -2.405 22.614  H53 1.092, H64 1.065, C100 1.572, H106 1.107
100 C 16.541 -0.956 23.152  N95 1.539, C99 1.572, H176 1.096, H206 1.087
101 C 18.281 0.501 21.854  H10 1.106, H23 1.090, C73 1.526, N95 1.579
102 H 7.432 -2.163 26.671  C115 1.103
103 H 14.815 7.154 30.860  C139 1.077
104 H 16.076 6.351 21.910  C88 1.091
105 C 14.799 3.772 22.983  H20 1.095, N79 1.541, C164 1.519, H185 1.105
106 H 16.067 -3.160 22.888  C99 1.107
107 C 5.808 1.277 21.364  H11 1.091, H28 1.092, C67 1.520, H74 1.077
108 H 7.047 2.830 27.941  C190 1.103
109 C 13.925 -6.394 22.371  H138 1.094, H144 1.089, H169 1.103, N191 1.514
110 H 9.018 3.365 22.519  C202 1.074
111 H 13.058 7.834 27.509  C130 1.120
112 H 16.900 1.090 25.028  C173 1.094
113 H 9.846 -7.230 24.432  C39 1.086
114 H 8.859 2.428 25.627  C36 1.120
115 C 6.402 -1.769 26.637  H32 1.089, C42 1.538, H102 1.103, O177 1.408
116 H 7.552 1.554 28.956  C190 1.066
117 C 13.278 -2.570 27.536  N87 1.570, C124 1.515, H155 1.085, H174 1.087
118 C 4.692 1.889 26.239  H6 1.091, C96 1.473, H142 1.091, H152 1.065
119 H 16.047 -5.476 28.870  C200 1.073
120 H 11.939 8.251 21.640  C140 1.088
121 N 6.822 0.806 27.047  C42 1.569, C52 1.559, C96 1.572, C190 1.542
122 H 17.872 -2.001 25.374  C66 1.091
123 H 6.840 -0.656 28.440  C42 1.091
124 C 11.957 -1.861 27.752  H21 1.107, H76 1.099, C117 1.515, H159 1.093
125 O 13.868 -3.495 22.661  C38 1.400, C80 1.474
126 C 18.923 -0.663 23.971  C66 1.495, N95 1.562, H167 1.080, H208 1.087
127 H 14.251 -2.455 20.951  C80 1.086
128 H 5.157 -0.423 27.828  C42 1.098
129 C 11.465 5.829 23.285  H44 1.078, O90 1.444, H145 1.090, C205 1.545
130 C 13.216 6.874 28.064  C37 1.580, O61 1.479, H111 1.120, H180 1.093
131 H 12.876 -5.116 25.446  C217 1.087
132 H 14.857 -7.064 24.820  C162 1.091
133 H 14.372 5.418 25.068  C48 1.084
134 N 15.253 5.739 29.308  C19 1.513, C37 1.569, C65 1.541, C139 1.522
135 H 8.220 3.196 18.965  C4 1.094
136 H 14.775 -0.677 30.935  C71 1.081
137 H 8.668 -0.267 27.100  C52 1.062
138 H 14.983 -6.119 22.409  C109 1.094
139 C 14.601 6.124 30.628  H41 1.087, H103 1.077, N134 1.522, H153 1.105
140 C 10.979 7.778 21.829  O90 1.472, H120 1.088, H182 1.097, H212 1.090
141 O 14.003 -5.457 28.270  C3 1.440, C200 1.427
142 H 4.649 2.631 27.038  C118 1.091
143 H 14.054 -0.353 28.674  C63 1.109
144 H 13.876 -7.396 21.947  C109 1.089
145 H 11.727 6.704 23.879  C129 1.090
146 H 16.444 0.322 20.644  C73 1.090
147 H 11.995 -3.937 23.336  C38 1.107
148 O 13.389 0.414 24.252  N12 1.276
149 C 13.387 -2.773 30.036  H31 1.081, H51 1.083, N87 1.507, H203 1.087
150 H 12.603 -2.793 21.111  C80 1.082
151 H 13.362 5.269 20.986  C46 1.085
152 H 4.134 1.019 26.498  C118 1.065
153 H 15.051 5.550 31.459  C139 1.105
154 C 15.336 3.600 27.829  H1 1.081, C65 1.567, H68 1.096, H178 1.093
155 H 13.801 -2.180 26.669  C117 1.085
156 H 12.487 3.885 24.031  C205 1.111
157 H 10.479 0.248 21.393  C198 1.063
158 H 15.626 -3.560 27.469  C34 1.098
159 H 12.096 -0.861 28.171  C124 1.093
160 H 12.725 -6.946 28.027  C3 1.079
161 H 5.532 3.911 20.304  C75 1.072
162 C 13.820 -7.394 24.740  C86 1.500, H132 1.091, N191 1.590, H209 1.091
163 H 9.263 -1.667 23.917  C92 1.111
164 C 14.414 2.784 21.896  H17 1.091, H27 1.095, C105 1.519, H193 1.095
165 H 19.737 -0.645 27.592  C55 1.074
166 H 18.170 1.880 24.025  C173 1.067
167 H 19.299 -1.435 23.317  C126 1.080
168 H 8.025 0.129 25.476  C52 1.103
169 H 13.442 -5.730 21.634  C109 1.103
170 O 18.155 -0.260 26.343  C55 1.446, C66 1.494
171 H 14.952 -4.946 30.102  C200 1.118
172 H 6.171 0.734 25.073  C96 1.102
173 C 17.284 1.286 24.023  H89 1.086, N95 1.539, H112 1.094, H166 1.067
174 H 13.082 -3.602 27.261  C117 1.087
175 H 6.794 5.122 20.007  C75 1.097
176 H 16.226 -0.986 24.202  C100 1.096
177 O 6.014 -1.467 25.318  C54 1.413, C115 1.408
178 H 15.283 4.312 27.002  C154 1.093
179 H 10.575 -5.765 24.907  C39 1.087
180 H 12.741 6.904 29.047  C130 1.093
181 C 11.407 5.875 26.836  H14 1.086, H56 1.095, O61 1.415, H214 1.096
182 H 10.464 7.917 20.871  C140 1.097
183 H 14.315 -7.462 28.623  C3 1.085
184 H 7.388 1.769 22.782  C67 1.076
185 H 15.829 4.167 22.939  C105 1.105
186 H 12.085 4.107 22.322  C205 1.072
187 H 15.500 -1.084 28.026  C63 1.069
188 H 16.251 -3.199 29.082  C34 1.120
189 H 11.270 -7.281 25.456  C39 1.104
190 C 6.808 1.793 28.231  H94 1.067, H108 1.103, H116 1.066, N121 1.542
191 N 13.227 -6.335 23.713  C43 1.550, C109 1.514, C162 1.590, C217 1.578
192 H 15.930 0.175 30.078  C71 1.053
193 H 13.394 2.438 22.095  C164 1.095
194 H 17.144 6.723 29.703  C19 1.088
195 H 19.626 -1.603 25.695  C66 1.107
196 H 13.916 6.859 23.990  C48 1.093
197 H 11.910 -7.776 23.061  C43 1.085
198 C 9.706 0.821 21.846  H8 1.089, O40 1.392, C77 1.517, H157 1.063
199 H 15.181 6.402 27.240  C37 1.053
200 C 15.121 -4.949 28.997  C34 1.518, H119 1.073, O141 1.427, H171 1.118
201 H 17.033 2.050 21.044  C73 1.080
202 C 8.722 3.726 21.551  N47 1.526, H72 1.086, H110 1.074, H211 1.066
203 H 12.921 -3.754 30.003  C149 1.087
204 H 8.262 0.557 20.261  C77 1.091
205 C 12.423 4.620 23.200  N79 1.572, C129 1.545, H156 1.111, H186 1.072
206 H 15.682 -0.497 22.668  C100 1.087
207 H 4.370 -2.736 25.036  C54 1.083
208 H 19.699 0.095 24.048  C126 1.087
209 H 13.423 -7.095 25.711  C162 1.091
210 H 13.626 6.779 21.820  C46 1.089
211 H 8.136 4.612 21.640  C202 1.066
212 H 10.432 8.233 22.655  C140 1.090
213 H 17.052 5.692 28.287  C19 1.105
214 H 10.709 5.979 27.675  C181 1.096
215 H 5.860 4.289 18.762  C75 1.064
216 H 17.505 3.720 29.581  C5 1.079
217 C 13.375 -4.970 24.491  C38 1.538, H59 1.067, H131 1.087, N191 1.578
218 H 13.310 -1.452 22.124  C80 1.111

Atom charges from the Löwdin analysis, given in e for atoms 1 to 6: atom 1 (H): 0.06, atom 2 (H): 0.10, atom 3 (C): -0.05, atom 4 (C): -0.16, atom 5 (C): -0.05, atom 6 (H): 0.11